(1)
An isolated ion of composition C4HNO6S and charge -2 at a distorted geometry. Source: the OMol25 dataset; level of theory: the ωB97M-V functional and the def2-TZVPD basis.

Each line ends with the Mulliken charge.
Cartesian coordinates (Å):
C (-0.22515, 1.60607, 0.03007)  0.465
C (1.03528, -1.09662, 0.36986)  0.232
C (-1.37516, 0.82629, -0.32344)  0.394
C (-0.30754, -1.59851, 0.61928)  0.316
N (-1.26894, -0.40917, 0.26322)  -0.180
O (-0.00939, 2.74208, 0.46713)  -0.605
O (2.19443, -1.61003, 0.58087)  -0.835
O (-2.11862, 1.07652, -1.28433)  -0.699
O (-0.79228, -2.53068, 1.29488)  -0.787
O (2.31007, 1.33914, 0.17100)  -0.653
O (1.44619, 0.05583, -1.82560)  -0.681
S (1.23747, 0.57991, -0.45212)  0.869
H (-2.12635, -0.98083, 0.08919)  0.164

structure (SMILES)	O=C1NC(=O)C([O-])=[S@@](=O)([O-])C1=O
total energy	-28770.1779	eV
net charge	-2
HOMO-LUMO gap (alpha / beta)	4.16 / 4.23	eV

---

(2)
One molecule with the formula C7H12 at a distorted geometry. Source: the OMol25 dataset; level of theory: the ωB97M-V functional and the def2-TZVPD basis.

Each line ends with the Mulliken charge.
Cartesian coordinates (Å):
C (-3.52008, 0.97812, -0.47274)  -0.994
C (-2.29055, 0.16699, -1.05848)  -0.510
C (-0.84725, 0.49714, -0.60368)  -0.199
C (0.15769, -0.41860, -0.38334)  -0.348
C (1.45314, -0.03324, 0.25137)  -0.162
C (2.33065, -0.96983, 0.74596)  -0.134
C (3.77772, -0.65956, 1.24716)  -1.023
H (-3.21874, 2.01673, -0.03094)  0.277
H (-4.31102, 1.00367, -1.25847)  0.289
H (-4.00863, 0.46855, 0.29779)  0.304
H (-2.25654, 0.43564, -2.03684)  0.296
H (-2.50828, -0.89216, -0.94813)  0.333
H (-0.73716, 1.56594, -0.57805)  0.289
H (-0.17737, -1.45919, -0.16162)  0.178
H (1.70577, 1.01690, 0.18005)  0.293
H (2.03708, -2.05503, 0.82765)  0.261
H (4.23284, 0.14833, 0.51329)  0.248
H (4.39002, -1.50781, 1.15174)  0.357
H (3.79070, -0.30259, 2.31728)  0.243

structure (SMILES)	C/C=C/C=C/CC
energy relative to the best compared isomer or geometry (same formula, charge and spin)	2.048	eV
total energy	-7451.3839	eV
net charge	0
HOMO-LUMO gap	9.23	eV

---

(3)
C39H78F24N9O19S8 as an isolated structure at a distorted geometry. Source: the OMol25 dataset; level of theory: the ωB97M-V functional and the def2-TZVPD basis.

Each line ends with the Mulliken charge.
Cartesian coordinates (Å):
C (3.52532, -3.70816, 5.09925)  -1.060
N (5.01619, -3.98181, 4.97190)  0.050
C (5.21589, -5.46616, 5.26640)  -0.926
C (5.53576, -3.66090, 3.59506)  -0.750
C (5.88474, -3.25285, 6.11580)  -0.769
C (5.70774, -1.66959, 6.32425)  -0.512
O (6.08755, -0.98791, 5.16945)  -0.457
H (3.01350, -4.55188, 4.63636)  0.450
H (3.27874, -2.85181, 4.47157)  0.433
H (3.27947, -3.66819, 6.16040)  0.343
H (4.95666, -6.16026, 4.46695)  0.362
H (4.65934, -5.71930, 6.16878)  0.405
H (6.27264, -5.63201, 5.47587)  0.416
H (5.41461, -4.51989, 2.93509)  0.346
H (6.57549, -3.34948, 3.69551)  0.321
H (5.07366, -2.78569, 3.13836)  0.364
H (6.84839, -3.57773, 5.72344)  0.487
H (5.86660, -3.82501, 7.04339)  0.431
H (6.30149, -1.17551, 7.09331)  0.480
H (4.71863, -1.41143, 6.70256)  0.340
H (5.86004, -0.06159, 5.27790)  0.239
C (-0.62168, 1.53362, 7.88406)  -0.896
N (-0.51651, 2.29263, 9.17952)  0.082
C (0.93273, 2.62436, 9.28588)  -1.118
C (-1.34381, 3.60603, 9.21874)  -0.837
C (-0.78987, 1.44641, 10.41115)  -0.518
C (-2.20302, 0.82710, 10.37688)  -0.438
O (-3.11695, 1.86420, 10.75366)  -0.520
H (-1.65209, 1.19302, 7.78240)  0.302
H (0.10370, 0.72042, 7.90940)  0.314
H (-0.22575, 2.19861, 7.11651)  0.477
H (1.23288, 3.22354, 10.14553)  0.317
H (1.29322, 3.23979, 8.46162)  0.525
H (1.46551, 1.67374, 9.26185)  0.435
H (-1.40812, 4.04840, 10.21286)  0.337
H (-2.35144, 3.33617, 8.90260)  0.380
H (-0.92797, 4.25262, 8.44601)  0.381
H (-0.66030, 1.91095, 11.38865)  0.410
H (-0.07982, 0.61964, 10.39199)  0.394
H (-2.24651, -0.07077, 10.99335)  0.407
H (-2.55980, 0.45725, 9.41561)  0.251
H (-4.02283, 1.58241, 10.60680)  0.312
C (-7.12688, 1.32415, -6.61253)  -0.944
N (-6.36384, 1.20748, -5.21301)  -0.191
C (-5.83560, 2.70202, -4.97275)  -1.072
C (-7.45029, 0.81043, -4.22811)  -0.830
C (-5.25611, 0.25257, -5.37259)  -0.573
C (-4.32601, 0.29673, -4.07447)  -0.591
O (-4.87539, -0.14475, -2.82183)  -0.397
H (-8.00851, 1.96451, -6.64055)  0.367
H (-7.50438, 0.30607, -6.70792)  0.484
H (-6.44867, 1.27690, -7.46453)  0.395
H (-6.71007, 3.35114, -5.01786)  0.410
H (-5.09618, 2.86800, -5.75621)  0.476
H (-5.49226, 2.75866, -3.93978)  0.425
H (-8.41900, 1.29480, -4.35075)  0.322
H (-7.04984, 0.98907, -3.23020)  0.386
H (-7.44241, -0.27748, -4.29503)  0.358
H (-4.81046, 0.56378, -6.31738)  0.526
H (-5.70783, -0.72823, -5.52119)  0.376
H (-4.05578, 1.34680, -3.96301)  0.275
H (-3.46143, -0.34240, -4.25374)  0.514
H (-4.05330, -0.19752, -2.32893)  0.273
C (-9.25208, 0.65999, 2.44682)  -1.324
C (-8.87768, -0.72003, 1.71341)  -0.435
C (-8.40059, -1.93372, 2.61954)  -0.779
N (-7.80448, -3.13078, 1.88908)  0.318
C (-8.83011, -3.77623, 0.90826)  -0.926
C (-6.55230, -2.80779, 1.14576)  -0.962
C (-5.78249, -4.10669, 1.20568)  -0.560
C (-5.79615, -4.42852, 2.71130)  -0.613
C (-7.29050, -4.17460, 2.93153)  -0.500
H (-8.45603, 0.82323, 3.17331)  0.357
H (-10.23105, 0.71600, 2.92284)  0.336
H (-9.16132, 1.54775, 1.82092)  0.373
H (-8.16648, -0.41744, 0.94482)  0.356
H (-9.74174, -0.92645, 1.08185)  0.322
H (-9.29409, -2.29727, 3.12706)  0.459
H (-7.75546, -1.55069, 3.41024)  0.490
H (-9.61037, -4.00872, 1.63299)  0.423
H (-8.46131, -4.62782, 0.33654)  0.345
H (-9.29511, -3.02956, 0.26456)  0.320
H (-6.88743, -2.45560, 0.17019)  0.408
H (-6.02943, -2.00214, 1.66115)  0.492
H (-6.25039, -4.93831, 0.67884)  0.301
H (-4.84920, -3.82145, 0.72018)  0.458
H (-5.46644, -5.45648, 2.86197)  0.351
H (-5.16223, -3.79589, 3.33262)  0.301
H (-7.81012, -5.12776, 2.83356)  0.313
H (-7.56594, -3.76669, 3.90408)  0.371
C (2.93149, 6.13804, -7.65141)  -1.729
C (2.40046, 5.29237, -6.59714)  0.200
C (2.31922, 5.98702, -5.33033)  -0.446
N (1.92936, 4.99911, -4.14669)  0.151
C (3.10332, 4.07909, -3.91008)  -0.925
C (0.63435, 4.16405, -4.32100)  -0.553
C (-0.42008, 5.08949, -3.75185)  -0.415
C (0.16513, 6.23009, -3.02052)  -0.771
C (1.59931, 5.84233, -2.89939)  -0.659
H (3.93818, 6.29676, -7.26479)  0.412
H (2.44021, 7.07366, -7.91855)  0.372
H (3.00252, 5.70115, -8.64749)  0.352
H (3.04352, 4.41777, -6.49890)  0.134
H (1.47763, 4.97261, -7.08112)  0.161
H (1.54282, 6.72527, -5.53105)  0.304
H (3.21429, 6.48105, -4.95233)  0.413
H (3.49940, 3.64471, -4.82797)  0.294
H (2.89431, 3.25568, -3.22714)  0.420
H (3.86266, 4.71975, -3.46168)  0.419
H (0.63066, 3.18950, -3.83281)  0.420
H (0.51699, 4.00603, -5.39308)  0.163
H (-1.19843, 4.55458, -3.20764)  0.478
H (-1.00288, 5.47656, -4.58769)  0.203
H (-0.33346, 6.44419, -2.07519)  0.344
H (0.10297, 7.06127, -3.72293)  0.325
H (1.80554, 5.17893, -2.05948)  0.523
H (2.40484, 6.57655, -2.88750)  0.402
C (9.86617, -11.44843, -6.52885)  0.692
F (10.51623, -11.32180, -5.36965)  -0.233
F (10.35536, -10.50625, -7.33590)  -0.231
F (10.06205, -12.63783, -6.91714)  -0.201
S (7.91774, -11.29295, -6.27380)  0.924
O (7.28059, -11.25180, -7.58457)  -0.621
O (7.52993, -12.46384, -5.45189)  -0.555
N (7.84083, -9.66854, -5.58043)  -0.413
S (7.46563, -9.80694, -4.14625)  1.061
O (6.10090, -10.25663, -4.00721)  -0.671
O (8.42864, -10.47673, -3.27042)  -0.620
C (7.29533, -7.92171, -3.58364)  0.564
F (6.91601, -7.91262, -2.31232)  -0.236
F (8.49967, -7.35727, -3.60832)  -0.231
F (6.36812, -7.16337, -4.22511)  -0.230
C (1.48953, -1.83324, -1.18921)  0.638
F (2.09321, -0.79165, -0.53799)  -0.205
F (1.33893, -1.50203, -2.50045)  -0.227
F (2.37770, -2.81271, -1.26812)  -0.210
S (-0.07895, -2.35642, -0.24802)  0.819
O (-0.80383, -3.24761, -1.14485)  -0.582
O (0.44557, -2.97158, 0.98433)  -0.537
N (-0.97917, -0.81848, -0.09701)  -0.360
S (-0.82864, -0.33967, 1.38645)  0.962
O (-1.91960, -0.76520, 2.29478)  -0.673
O (0.50926, -0.48966, 1.93837)  -0.511
C (-1.25852, 1.56042, 1.12378)  0.515
F (-0.29726, 1.94975, 0.31998)  -0.218
F (-2.51035, 1.78107, 0.50636)  -0.209
F (-0.98280, 2.16498, 2.29581)  -0.190
C (5.45749, 3.25910, 2.87156)  0.637
F (4.97615, 2.04450, 2.88940)  -0.192
F (6.80048, 3.15871, 2.97570)  -0.250
F (5.21018, 3.88832, 1.77030)  -0.200
S (4.96198, 4.27679, 4.30903)  0.980
O (5.05828, 5.70676, 3.88376)  -0.620
O (3.56199, 3.91918, 4.57643)  -0.632
N (6.06535, 3.71380, 5.48587)  -0.294
S (6.28100, 4.88512, 6.46811)  0.932
O (7.40609, 5.71538, 6.02832)  -0.628
O (5.14162, 5.65669, 6.91203)  -0.606
C (6.91412, 3.97400, 8.17668)  0.518
F (5.92255, 3.12878, 8.64324)  -0.216
F (8.01121, 3.24543, 7.94639)  -0.201
F (7.22723, 5.02778, 9.09547)  -0.222
C (1.16542, 0.56215, -8.83032)  0.607
F (1.81831, 1.66953, -9.20482)  -0.197
F (1.53185, -0.50300, -9.55905)  -0.208
F (1.39350, 0.26478, -7.52111)  -0.209
S (-0.73931, 0.74620, -9.12288)  0.968
O (-0.97528, 0.38773, -10.50269)  -0.554
O (-1.28613, -0.21578, -8.17057)  -0.702
N (-1.24251, 2.21765, -8.40678)  -0.318
S (-1.59743, 2.93831, -9.69331)  1.044
O (-0.36244, 3.21140, -10.48473)  -0.647
O (-2.81424, 2.41777, -10.38749)  -0.637
C (-2.06082, 4.79591, -9.12444)  0.485
F (-1.87728, 5.71667, -10.05786)  -0.222
F (-3.34859, 4.79553, -8.76236)  -0.233
F (-1.26263, 5.12392, -8.11022)  -0.164

energy relative to the best compared isomer or geometry (same formula, charge and spin)	7.886	eV
total energy	-245894.1664	eV
net charge	+1
HOMO-LUMO gap	4.58	eV

---

- Which of these has the highest net charge?
  C39H78F24N9O19S8